Molecular formula: C18H36BBrClNO25S6
Method: DFT, wB97M-V/def2-TZVPD

Last columns: bonded neighbours and bond lengths (Å).
Cartesian coordinates (Å):
1 C -0.87 4.16 -2.59  C2 1.536, H19 1.089, H20 1.092, H21 1.087
2 C 0.34 3.53 -3.29  C1 1.536, C3 1.524, H22 1.085, H23 1.091
3 C 1.47 3.14 -2.34  C2 1.524, Cl4 1.795, C5 1.527, H24 1.086
4 Cl 2.87 2.62 -3.33  C3 1.795
5 C 1.19 2.02 -1.34  C3 1.527, B6 1.663, O11 1.492, C16 1.530
6 B 1.01 0.52 -2.05  C5 1.663, O7 1.368, N8 1.456
7 O 0.50 0.47 -3.32  B6 1.368, H25 0.973
8 N 1.34 -0.70 -1.32  B6 1.456, C9 1.486, C10 1.499
9 C 0.11 -1.54 -1.33  N8 1.486, H26 1.091, H27 1.092, H28 1.086
10 C 2.43 -1.43 -2.05  N8 1.499, H29 1.093, H30 1.085, H31 1.090
11 O -0.10 2.15 -0.61  C5 1.492, S12 1.567
12 S -0.01 1.61 0.86  O11 1.567, O13 1.423, O14 1.423, O15 1.594
13 O -0.74 0.39 1.02  S12 1.423
14 O -0.34 2.63 1.80  S12 1.423
15 O 1.55 1.28 0.87  S12 1.594, C16 1.425
16 C 2.18 2.02 -0.18  C5 1.530, O15 1.425, C17 1.508, Br18 2.023
17 C 3.58 1.50 -0.38  C16 1.508, H32 1.086, H33 1.088, H34 1.084
18 Br 2.43 3.85 0.65  C16 2.023
19 H -0.61 4.67 -1.66  C1 1.089
20 H -1.57 3.37 -2.31  C1 1.092
21 H -1.42 4.80 -3.27  C1 1.087
22 H 0.02 2.71 -3.93  C2 1.085
23 H 0.76 4.28 -3.96  C2 1.091
24 H 1.79 4.05 -1.85  C3 1.086
25 H -0.43 0.75 -3.30  O7 0.973
26 H 0.25 -2.34 -0.61  C9 1.091
27 H -0.08 -1.96 -2.32  C9 1.092
28 H -0.76 -0.97 -1.00  C9 1.086
29 H 2.99 -0.69 -2.64  C10 1.093
30 H 2.06 -2.23 -2.68  C10 1.085
31 H 3.11 -1.80 -1.29  C10 1.090
32 H 3.61 0.63 -1.02  C17 1.086
33 H 3.99 1.22 0.59  C17 1.088
34 H 4.20 2.28 -0.81  C17 1.084
35 O -2.19 -0.08 -3.10  S36 1.427
36 S -3.57 0.27 -3.19  O35 1.427, O37 1.416, O38 1.601, O41 1.580
37 O -4.31 0.04 -4.38  S36 1.416
38 O -3.71 1.81 -2.76  S36 1.601, C39 1.437
39 C -4.61 1.92 -1.65  O38 1.437, C40 1.515, H42 1.091, H43 1.087
40 C -4.47 0.60 -0.92  C39 1.515, O41 1.436, H44 1.086, H45 1.093
41 O -4.34 -0.37 -1.96  S36 1.580, C40 1.436
42 H -5.62 2.06 -2.04  C39 1.091
43 H -4.34 2.78 -1.03  C39 1.087
44 H -5.33 0.36 -0.30  C40 1.086
45 H -3.56 0.58 -0.31  C40 1.093
46 O -3.25 -3.86 -0.86  S47 1.420
47 S -4.56 -3.79 -1.42  O46 1.420, O48 1.418, O49 1.600, O52 1.596
48 O -5.09 -2.55 -1.87  S47 1.418
49 O -5.57 -4.48 -0.40  S47 1.600, C50 1.434
50 C -6.28 -5.55 -1.05  O49 1.434, C51 1.514, H53 1.091, H54 1.086
51 C -5.32 -6.05 -2.11  C50 1.514, O52 1.434, H55 1.086, H56 1.092
52 O -4.69 -4.86 -2.60  S47 1.596, C51 1.434
53 H -7.19 -5.14 -1.50  C50 1.091
54 H -6.55 -6.31 -0.33  C50 1.086
55 H -5.81 -6.57 -2.92  C51 1.086
56 H -4.55 -6.69 -1.68  C51 1.092
57 O 5.16 8.68 4.30  S58 1.419
58 S 3.90 8.47 3.68  O57 1.419, O59 1.418, O60 1.599, O63 1.598
59 O 3.26 9.48 2.93  S58 1.418
60 O 2.90 7.92 4.80  S58 1.599, C61 1.434
61 C 2.35 6.65 4.40  O60 1.434, C62 1.514, H64 1.092, H65 1.086
62 C 3.43 6.03 3.54  C61 1.514, O63 1.434, H66 1.086, H67 1.092
63 O 3.96 7.14 2.80  S58 1.598, C62 1.434
64 H 1.43 6.83 3.83  C61 1.092
65 H 2.12 6.05 5.28  C61 1.086
66 H 3.04 5.28 2.86  C62 1.086
67 H 4.23 5.61 4.14  C62 1.092
68 O 4.59 -5.79 -0.86  S69 1.420
69 S 3.30 -5.29 -1.18  O68 1.420, O70 1.420, O71 1.591, O74 1.596
70 O 3.08 -4.50 -2.33  S69 1.420
71 O 2.73 -4.53 0.10  S69 1.591, C72 1.443
72 C 1.47 -5.09 0.50  O71 1.443, C73 1.510, H75 1.092, H76 1.089
73 C 1.56 -6.54 0.07  C72 1.510, O74 1.437, H77 1.086, H78 1.092
74 O 2.25 -6.49 -1.19  S69 1.596, C73 1.437
75 H 0.67 -4.57 -0.03  C72 1.092
76 H 1.32 -4.96 1.57  C72 1.089
77 H 0.59 -7.00 -0.07  C73 1.086
78 H 2.16 -7.13 0.76  C73 1.092
79 O 1.33 -3.37 2.82  S80 1.424
80 S 1.12 -3.02 4.19  O79 1.424, O81 1.418, O82 1.592, O85 1.590
81 O 1.22 -4.00 5.21  S80 1.418
82 O -0.28 -2.27 4.29  S80 1.592, C83 1.437
83 C -0.11 -0.97 4.87  O82 1.437, C84 1.512, H86 1.092, H87 1.086
84 C 1.29 -0.57 4.48  C83 1.512, O85 1.437, H88 1.086, H89 1.083
85 O 2.04 -1.79 4.58  S80 1.590, C84 1.437
86 H -0.22 -1.06 5.95  C83 1.092
87 H -0.87 -0.29 4.48  C83 1.086
88 H 1.72 0.18 5.14  C84 1.086
89 H 1.34 -0.23 3.45  C84 1.083

Values from the calculation:
Highest occupied orbital energy   -8.84 eV
Net charge   0
Orbital gap   0.32677 Ha
Structure (SMILES)   CC[C@H](Cl)[C@]1(B(O)N(C)C)OS(=O)(=O)O[C@]1(C)Br.O=S1(=O)OCCO1.O=S1(=O)OCCO1.O=S1(=O)OCCO1.O=S1(=O)OCCO1.O=S1(=O)OCCO1
Calculated total energy   -8091.32213 Eh